1.
Density functional theory data (ωB97M-V/def2-TZVPD) for 8 unconnected molecules or ions with the total composition C31H57N8 at a distorted geometry.

Atoms and positions in Å:
C 4.64 -1.04 0.26
C 3.77 -0.17 0.77
C 2.43 0.04 0.11
N 1.46 -0.86 0.86
H 5.32 -1.58 0.91
H 4.71 -1.20 -0.81
H 3.97 0.44 1.65
H 2.06 1.06 0.21
H 2.46 -0.28 -0.92
H 1.67 -0.79 1.86
H 0.49 -0.61 0.68
H 1.65 -1.83 0.59
C 3.31 3.84 -1.10
C 4.31 4.87 -0.57
C 5.64 4.24 -0.14
C 5.46 3.27 0.94
N 5.31 2.51 1.78
H 3.05 3.12 -0.32
H 2.39 4.32 -1.43
H 3.72 3.29 -1.95
H 3.87 5.41 0.27
H 4.51 5.61 -1.35
H 6.33 5.00 0.21
H 6.11 3.73 -0.98
C -4.55 -0.65 -0.66
C -3.86 -0.53 0.70
C -3.07 0.78 0.83
C -2.01 0.89 -0.18
N -1.23 0.97 -1.02
H -3.82 -0.70 -1.47
H -5.15 -1.56 -0.70
H -5.22 0.19 -0.83
H -3.20 -1.39 0.86
H -4.61 -0.55 1.49
H -2.61 0.87 1.81
H -3.74 1.63 0.70
C -3.17 -5.26 0.99
C -2.23 -4.83 2.10
C -2.92 -4.72 3.46
C -4.00 -3.73 3.43
N -4.86 -2.98 3.38
H -3.96 -4.53 0.84
H -2.63 -5.36 0.04
H -3.63 -6.22 1.21
H -1.77 -3.87 1.85
H -1.41 -5.56 2.20
H -2.22 -4.43 4.24
H -3.35 -5.68 3.75
C 8.28 3.62 6.64
C 7.08 3.81 5.72
C 7.39 3.46 4.26
C 8.45 4.31 3.71
N 9.27 4.98 3.27
H 9.10 4.28 6.36
H 8.01 3.84 7.68
H 8.64 2.59 6.61
H 6.73 4.84 5.78
H 6.25 3.18 6.06
H 6.51 3.59 3.64
H 7.70 2.42 4.17
C 3.64 -2.10 -5.78
C 5.00 -1.99 -5.10
C 4.96 -1.17 -3.81
C 4.52 0.20 -4.03
N 4.17 1.29 -4.20
H 3.27 -1.12 -6.08
H 3.71 -2.71 -6.68
H 2.91 -2.55 -5.12
H 5.72 -1.54 -5.79
H 5.38 -2.99 -4.86
H 5.95 -1.14 -3.35
H 4.27 -1.63 -3.09
C -9.85 -1.95 0.85
C -8.81 -2.52 1.81
C -8.15 -1.44 2.68
C -7.46 -0.45 1.86
N -6.93 0.33 1.21
H -9.39 -1.26 0.14
H -10.31 -2.75 0.27
H -10.64 -1.42 1.38
H -8.04 -3.05 1.25
H -9.28 -3.24 2.48
H -7.43 -1.89 3.36
H -8.90 -0.91 3.28
C -3.41 1.29 -3.85
C -3.56 0.54 -5.17
C -5.02 0.50 -5.65
C -5.87 -0.17 -4.68
N -6.54 -0.68 -3.89
H -3.98 0.82 -3.06
H -2.37 1.32 -3.54
H -3.76 2.32 -3.95
H -3.20 -0.49 -5.05
H -2.95 1.00 -5.94
H -5.10 -0.04 -6.60
H -5.40 1.51 -5.81

**HOMO energy**: -12.9 eV
**Net charge**: +1
**Gap between HOMO and LUMO**: 9.565 eV


2.
Density functional theory data (ωB97M-V/def2-TZVPD) for a molecular structure, C31H58As2BrI2O9PtSi2 at a distorted geometry.

Atoms and positions in Å:
Pt 1.34 0.12 0.28
I 3.38 0.13 2.08
C 2.23 1.67 3.38
I 0.33 1.90 2.08
H 2.79 2.63 3.47
H 1.99 1.25 4.39
C 0.70 -1.57 -2.28
Si 2.44 -1.58 -1.61
C 3.61 -2.19 -2.95
C 2.55 -2.73 -0.13
C 2.94 0.12 -1.11
H 0.40 -2.57 -2.60
H 0.61 -0.90 -3.14
H -0.01 -1.23 -1.51
H 3.34 -3.20 -3.26
H 4.64 -2.20 -2.58
H 3.57 -1.53 -3.82
H 2.28 -3.75 -0.43
H 1.87 -2.42 0.66
H 3.56 -2.76 0.27
H 2.80 0.94 -1.84
H 3.90 0.25 -0.57
O 0.72 -0.95 -0.79
C -4.11 -3.34 -0.22
O -3.16 -3.51 0.77
C -2.16 -2.63 1.01
O -2.03 -1.65 0.28
C -1.16 -2.85 2.12
C -1.27 -3.86 3.07
As 0.09 -4.39 4.47
C -1.04 -3.67 5.93
C 1.37 -2.94 4.15
C 1.59 -2.80 2.84
As 0.36 -1.57 1.96
C -0.50 -0.43 3.34
C 1.83 -4.02 1.98
O 1.38 -4.05 0.85
O 2.64 -5.05 2.37
C 3.46 -5.08 3.48
C 1.52 -1.81 5.13
O 1.98 -0.75 4.74
O 1.38 -1.99 6.46
C 2.03 -2.99 7.15
C -2.49 -4.72 3.19
O -2.35 -5.90 3.48
O -3.76 -4.23 3.16
C -4.13 -2.96 3.59
H -4.81 -4.20 -0.20
H -3.62 -3.30 -1.22
H -4.68 -2.40 -0.05
H -1.96 -4.29 6.00
H -1.34 -2.63 5.72
H -0.53 -3.73 6.90
H -0.83 -1.02 4.21
H -1.40 0.03 2.89
H 0.17 0.40 3.64
H 4.04 -6.02 3.47
H 2.88 -5.06 4.42
H 4.17 -4.22 3.45
H 1.74 -2.94 8.22
H 3.12 -2.85 7.08
H 1.77 -4.00 6.76
H -5.23 -2.84 3.46
H -3.63 -2.15 3.04
H -3.90 -2.85 4.67
C 1.08 5.31 -1.36
C -0.31 5.13 -2.01
C -1.36 5.30 -0.90
C -0.51 6.24 -3.06
Si -0.47 3.27 -2.87
Br 0.37 1.79 -1.40
C 0.66 3.11 -4.58
C 2.05 3.76 -4.38
C 0.91 1.62 -4.94
C -0.03 3.80 -5.77
C -2.43 2.73 -3.20
C -3.14 2.41 -1.86
C -3.20 3.87 -3.90
C -2.51 1.47 -4.08
H 1.17 6.31 -0.92
H 1.90 5.20 -2.07
H 1.25 4.59 -0.55
H -1.21 6.25 -0.37
H -1.31 4.50 -0.15
H -2.38 5.33 -1.30
H -0.50 7.23 -2.59
H -1.46 6.14 -3.59
H 0.28 6.24 -3.81
H 2.56 3.35 -3.50
H 1.98 4.84 -4.26
H 2.70 3.58 -5.24
H 1.47 1.10 -4.16
H 1.50 1.54 -5.86
H -0.02 1.07 -5.10
H -0.27 4.84 -5.57
H -0.97 3.29 -6.05
H 0.61 3.78 -6.66
H -3.13 3.25 -1.16
H -2.68 1.55 -1.35
H -4.19 2.14 -2.03
H -3.29 4.76 -3.27
H -4.22 3.55 -4.14
H -2.73 4.17 -4.84
H -1.92 0.64 -3.65
H -2.16 1.65 -5.09
H -3.55 1.12 -4.16

**HOMO energy (spin up / spin down)**: -9.8 / -9.8 eV
**Energy above the lowest of the compared OMol25 structures with the same formula, charge and spin**: 1505.6 kJ/mol
**Net charge**: +1
**Gap between HOMO and LUMO (spin up / spin down)**: 5.302 / 5.302 eV


3.
Density functional theory data (ωB97M-V/def2-TZVPD) for a molecular structure, C31H58BEuN10S3 at a distorted geometry.

Atoms and positions in Å:
Eu 0.36 0.39 1.18
C 0.16 3.32 3.79
C 0.92 3.72 2.53
N 1.59 2.59 1.84
C 2.87 2.24 2.50
C 3.71 1.31 1.61
N 2.95 0.11 1.17
C 3.53 -1.16 1.65
C 3.32 -1.44 3.13
C 1.89 -1.80 3.52
N 1.00 -0.62 3.49
C -0.32 -0.90 4.09
C -1.01 0.42 4.42
N -1.14 1.25 3.21
C -1.21 2.70 3.52
H 0.01 4.23 4.38
H 0.77 2.65 4.40
H 1.67 4.49 2.79
H 0.22 4.17 1.82
H 1.85 2.96 0.92
H 2.66 1.77 3.46
H 3.46 3.15 2.69
H 4.60 1.01 2.17
H 4.04 1.88 0.74
H 3.04 0.08 0.15
H 4.61 -1.18 1.45
H 3.08 -1.97 1.07
H 3.66 -0.59 3.73
H 3.95 -2.29 3.39
H 1.90 -2.23 4.54
H 1.49 -2.56 2.84
H 1.44 0.05 4.13
H -0.23 -1.50 5.00
H -0.93 -1.48 3.37
H -0.41 0.96 5.16
H -1.99 0.22 4.88
H -2.05 1.02 2.80
H -1.86 2.86 4.40
H -1.67 3.20 2.67
C 4.36 1.33 -2.30
C 3.63 1.13 -3.62
C 4.59 0.48 -4.62
C 3.12 2.46 -4.18
N 2.45 0.27 -3.41
C 2.12 -0.83 -4.17
C 0.93 -1.30 -3.75
N 0.50 -0.49 -2.73
B -0.71 -0.64 -1.81
N -1.18 -2.08 -1.63
C -2.18 -2.74 -2.30
C -2.40 -3.92 -1.68
N -1.54 -3.99 -0.61
C -0.81 -2.86 -0.59
S 0.42 -2.46 0.53
C -1.49 -5.11 0.36
C -0.10 -5.76 0.30
C -1.78 -4.56 1.76
C -2.54 -6.15 0.01
N -1.84 0.31 -2.19
C -2.19 0.76 -3.44
C -3.14 1.71 -3.29
N -3.39 1.86 -1.95
C -2.57 1.01 -1.29
S -2.49 0.75 0.39
C -4.39 2.76 -1.36
C -5.48 1.91 -0.71
C -5.02 3.63 -2.45
C -3.71 3.68 -0.34
C 1.45 0.46 -2.53
S 1.32 1.68 -1.35
H 5.27 1.89 -2.48
H 4.62 0.37 -1.85
H 3.75 1.90 -1.61
H 5.46 1.13 -4.72
H 4.14 0.37 -5.60
H 4.93 -0.49 -4.26
H 3.95 3.16 -4.28
H 2.39 2.91 -3.51
H 2.67 2.32 -5.15
H 2.76 -1.22 -4.94
H 0.36 -2.14 -4.08
H -0.31 -0.29 -0.71
H -2.66 -2.32 -3.16
H -3.10 -4.68 -1.92
H 0.68 -5.04 0.54
H 0.09 -6.17 -0.68
H -0.06 -6.57 1.03
H -1.03 -3.84 2.06
H -1.78 -5.37 2.48
H -2.76 -4.08 1.78
H -2.35 -6.60 -0.97
H -3.54 -5.73 0.03
H -2.50 -6.95 0.74
H -1.73 0.38 -4.33
H -3.65 2.27 -4.04
H -5.98 1.29 -1.46
H -6.23 2.55 -0.25
H -5.07 1.26 0.06
H -5.56 3.03 -3.18
H -4.27 4.23 -2.97
H -5.73 4.31 -1.99
H -3.32 3.10 0.50
H -4.44 4.38 0.05
H -2.90 4.23 -0.80

**HOMO energy (spin up / spin down)**: -8.5 / -9.7 eV
**<S²>**: 15.760
**Energy above the lowest of the compared OMol25 structures with the same formula, charge and spin**: 0.0 kJ/mol
**Multiplicity**: 8
**Net charge**: +1
**Gap between HOMO and LUMO (spin up / spin down)**: 6.984 / 8.210 eV